[1]
Entry from the Open Molecules 2025 dataset: one molecule with the formula C10H20N2O2Si2 (ωB97M-V/def2-TZVPD).

Geometry as XYZ:
```
36
Properties=species:S:1:pos:R:3:forces:R:3
C -0.790326 3.641555 -2.805359 -0.975 -2.681 0.545
Si -0.502753 2.726887 -1.193372 0.756 0.621 -1.097
C -0.401745 4.041934 0.065062 -1.724 0.492 0.646
C 1.103386 1.803232 -1.122774 0.713 0.040 -0.619
O -1.834160 1.707164 -0.938872 1.922 -1.003 1.112
C -1.778761 0.671421 -0.040089 -0.315 -1.704 0.218
C -2.994454 0.140466 0.260123 -2.079 0.382 0.311
C -3.052009 -0.876697 1.176335 -1.438 0.658 -0.538
N -2.086612 -1.393268 1.880629 1.594 -0.563 0.356
C -0.903258 -0.959901 1.491425 0.079 1.122 -1.631
O 0.190331 -1.545915 2.085764 -1.142 0.176 -1.429
Si 1.104199 -2.641763 1.148645 1.860 0.731 -1.602
C 0.498142 -3.078589 -0.629372 -0.195 -3.077 2.264
C 1.762263 -4.102918 2.193930 0.765 3.202 -0.127
C 2.565463 -1.614761 0.566511 -0.351 -1.635 1.132
N -0.748032 -0.029825 0.472322 1.706 0.764 1.072
H -1.095846 2.950659 -3.603736 0.267 0.371 0.011
H 0.101837 4.133636 -3.004937 1.739 0.847 -0.719
H -1.538684 4.359961 -2.659437 -1.257 1.091 0.102
H 0.110386 3.724635 0.960914 0.442 0.168 0.211
H 0.013849 4.945837 -0.403935 0.008 -0.226 0.443
H -1.457301 4.248304 0.392385 0.829 0.210 -0.291
H 1.475965 1.973137 -0.106099 -0.221 -0.831 0.040
H 1.972337 2.144078 -1.739295 -1.034 -0.059 -0.013
H 0.858776 0.762759 -1.379716 0.628 0.127 0.486
H -3.926282 0.580854 -0.114984 0.470 -0.363 -0.025
H -4.002519 -1.291197 1.337745 -1.307 -0.510 0.483
H 0.082677 -2.283055 -1.119514 -0.691 2.405 -1.252
H -0.323271 -3.810382 -0.592955 0.204 -0.131 -0.163
H 1.322608 -3.530451 -1.216505 -0.334 0.372 0.497
H 0.919898 -4.493022 2.640521 -1.644 -1.514 1.124
H 2.264062 -4.750960 1.531321 0.454 -1.031 -0.674
H 2.471571 -3.748375 2.981420 -0.588 -0.185 -0.642
H 2.301565 -0.745894 0.039745 -0.367 1.270 -0.504
H 3.223350 -2.218851 -0.022569 0.383 -0.467 -0.606
H 3.093350 -1.440696 1.468725 0.846 0.931 0.878
```
Forces are in eV/Å.

## Properties
**Charge**: 0
**Spin multiplicity**: 1
**Electronic energy**: -33527.5406 eV
**SMILES**: C[Si](C)(C)Oc1ccnc(O[Si](C)(C)C)n1
**Max |F|**: 3.83 eV/Å


[2]
Entry from the Open Molecules 2025 dataset: C10H20N2O6Ti as an isolated structure (ωB97M-V/def2-TZVPD).

Geometry as XYZ:
```
39
Properties=species:S:1:pos:R:3:forces:R:3
Ti -0.700515 0.493278 -0.372060 -1.462 2.269 -0.538
C -0.997649 1.350755 -2.932556 -1.395 0.286 -1.217
O -1.155429 1.802050 -4.093397 0.521 -0.570 1.367
O -1.994874 0.929376 -2.179747 1.392 -0.325 0.506
O 0.206281 1.272458 -2.354570 -0.080 -0.614 1.275
C -4.147270 3.145095 1.146954 0.661 -0.272 -0.094
C -2.661998 2.923136 1.247151 -0.426 1.151 0.475
O -2.146277 1.756541 1.068621 1.404 -2.088 -0.898
C -1.821788 4.118585 1.602442 0.176 -0.466 -1.087
H -4.567723 2.212392 0.771962 -0.288 0.065 0.096
H -4.401337 3.952539 0.445182 -0.060 0.017 -0.013
H -4.587803 3.418001 2.121913 -0.190 -0.066 -0.009
H -1.721764 4.736735 0.689694 -0.140 0.451 0.257
H -0.787732 3.825359 1.802274 -0.110 -0.123 0.413
H -2.247535 4.719342 2.413075 0.088 0.141 0.054
C -0.609829 -3.018809 2.462790 0.592 0.206 0.623
C -0.436898 -2.499473 1.067062 -1.359 -0.706 -0.655
O -1.011018 -1.481970 0.707407 0.698 0.890 -0.086
N 0.196611 -3.328565 0.188587 0.091 0.114 0.514
C 0.336789 -3.047377 -1.214295 0.553 0.335 -0.900
H -0.252343 -2.266095 3.170544 0.036 0.061 -0.153
H -0.030254 -3.923761 2.646837 -0.157 -0.092 -0.034
H -1.658828 -3.158316 2.715722 -0.059 -0.107 -0.293
H 0.235810 -4.292907 0.468592 0.317 0.025 0.087
H 1.380616 -2.903053 -1.518242 0.061 -0.184 0.314
H -0.133605 -2.106764 -1.504094 -0.423 -0.166 0.203
H -0.045497 -3.863148 -1.826806 -0.255 0.067 0.068
C 3.387019 -0.717772 0.725966 -0.365 0.310 0.154
C 2.268726 -0.015790 -0.008440 0.555 0.406 -1.010
O 1.348960 0.554983 0.602546 -0.240 -0.672 0.225
N 2.293707 -0.016419 -1.347783 -0.346 0.009 0.547
C 3.317812 -0.529179 -2.216453 0.126 0.291 -0.394
H 2.937098 -1.636287 1.108327 0.317 -0.101 0.114
H 3.704157 -0.092095 1.557846 -0.164 -0.069 0.127
H 4.258214 -0.919413 0.111487 -0.078 -0.184 -0.109
H 1.525134 0.525450 -1.813754 -0.121 0.008 -0.164
H 3.597435 -1.564700 -2.024847 0.016 -0.010 0.143
H 4.200960 0.116422 -2.205958 0.148 -0.193 0.091
H 2.922634 -0.470609 -3.229962 -0.032 -0.096 0.004
```
Forces are in eV/Å.

## Properties
**Charge**: -1
**Spin multiplicity**: 4
**Electronic energy**: -49076.5446 eV
**Max |F|**: 2.75 eV/Å


[3]
Entry from the Open Molecules 2025 dataset: C10H20N2PRuS as an isolated structure (ωB97M-V/def2-TZVPD).

Geometry as XYZ:
```
35
Properties=species:S:1:pos:R:3:forces:R:3
C -0.390800 0.126400 -2.195700 0.467 0.575 -1.651
C -1.212100 1.131700 -1.592900 0.993 0.090 0.023
C -0.323700 2.017100 -0.903700 0.241 1.587 -1.987
C 1.050500 1.645800 -1.211300 -0.833 1.139 -0.484
C 1.009100 0.480700 -2.007700 -0.799 -0.685 -0.503
Ru 0.000000 0.000000 0.000000 -0.410 0.527 3.424
P -0.052900 -2.178100 0.383500 0.249 -3.019 0.076
H -0.750400 -0.711500 -2.797000 0.167 0.318 0.305
H -2.300300 1.187200 -1.617600 0.419 -0.098 0.160
H -0.622300 2.897600 -0.330600 0.134 -0.488 -0.386
H 1.865100 -0.064600 -2.407600 -0.401 0.202 0.156
H 1.944500 2.174200 -0.877600 -0.466 -0.270 -0.048
H 1.017200 -3.037000 -0.027300 -0.324 0.174 0.182
H -1.089400 -3.005000 -0.157900 0.235 0.215 0.200
H -0.144500 -2.664600 1.721700 0.016 0.102 -0.422
C 1.606700 1.889100 5.909500 0.465 -0.005 0.473
C 0.144200 1.610300 5.577700 0.285 0.672 -0.027
N -0.100000 1.773600 4.154800 -0.681 -0.441 -0.165
C 0.488600 1.035700 3.065700 -0.170 -0.991 3.170
S 0.533800 1.826300 1.634300 0.380 1.041 -2.185
N 1.013900 -0.293800 3.162800 0.300 -0.056 -0.072
C 0.793200 -1.219700 4.260700 -0.372 -0.219 -0.354
C -0.697000 -1.548800 4.439600 -0.320 -0.198 0.477
H 2.282700 1.177500 5.394700 -0.315 0.397 0.247
H 1.760800 1.803300 7.005900 0.090 0.034 -0.557
H 1.872300 2.920200 5.592700 -0.116 -0.651 0.171
H -0.178000 0.629900 5.958100 0.134 0.156 -0.121
H -0.463200 2.361200 6.130600 0.162 -0.456 -0.533
H -0.654000 2.608400 3.905200 0.680 -1.190 -0.136
H 1.536000 -0.655900 2.351100 -0.449 0.863 0.930
H 1.321400 -2.172700 4.040600 -0.130 0.657 -0.008
H 1.234600 -0.833600 5.195500 -0.219 -0.146 -0.209
H -1.116400 -2.023100 3.535500 0.248 0.161 0.340
H -0.818400 -2.255800 5.287000 -0.057 0.365 -0.413
H -1.311800 -0.651000 4.637300 0.398 -0.360 -0.072
```
Forces are in eV/Å.

## Properties
**Relative energy (zero: lowest compared OMol25 entry of this formula, charge and spin)**: 0.0000 eV
**Charge**: 0
**Spin multiplicity**: 6
**Electronic energy**: -36373.9793 eV
**Max |F|**: 3.49 eV/Å